{"formula": "C24H24N9PTl", "method": "ωB97M-V/def2-TZVPD", "charge": 3, "e_above_lowest_kcal_mol": 0.0, "multiplicity": 1, "homo_energy_ev": [-16.663, -16.429], "max_force_ev_per_a": 0.53, "symbols": ["Tl", "C", "C", "N", "C", "C", "N", "C", "C", "C", "C", "C", "N", "C", "C", "N", "C", "C", "N", "C", "C", "C", "N", "C", "C", "H", "H", "H", "H", "H", "H", "H", "H", "H", "H", "H", "H", "C", "N", "C", "N", "C", "N", "C", "P", "C", "C", "H", "H", "H", "H", "H", "H", "H", "H", "H", "H", "H", "H"], "xyz": [[-2.487, -0.111, -0.267], [-1.105, -4.756, -0.782], [-1.638, -3.535, -0.383], [-1.155, -2.389, -0.840], [-0.148, -2.423, -1.715], [0.390, -3.653, -2.087], [-0.085, -4.801, -1.625], [0.342, -1.125, -2.271], [1.295, -1.107, -3.285], [1.716, 0.102, -3.824], [1.174, 1.259, -3.281], [0.238, 1.177, -2.255], [-0.178, 0.001, -1.777], [-0.349, 2.417, -1.662], [0.090, 3.694, -2.004], [-0.462, 4.790, -1.504], [-1.462, 4.645, -0.648], [-1.894, 3.376, -0.276], [-1.337, 2.283, -0.775], [2.698, 0.154, -4.955], [3.117, -1.020, -5.596], [4.011, -0.957, -6.655], [4.404, 0.247, -6.978], [4.099, 1.411, -6.471], [3.209, 1.377, -5.408], [-1.500, -5.698, -0.422], [-2.471, -3.487, 0.309], [1.227, -3.744, -2.766], [1.688, -2.040, -3.652], [1.446, 2.228, -3.666], [0.910, 3.866, -2.690], [-1.920, 5.544, -0.256], [-2.709, 3.245, 0.428], [2.770, -2.003, -5.320], [4.378, -1.819, -7.202], [4.532, 2.318, -6.881], [2.954, 2.327, -4.966], [-0.532, -1.308, 5.751], [-1.869, -1.291, 5.187], [-2.579, -0.084, 5.617], [-1.879, 1.127, 5.189], [-0.541, 1.145, 5.751], [0.113, -0.080, 5.255], [0.450, -0.078, 3.867], [-1.121, -0.079, 2.783], [-1.906, -1.491, 3.752], [-1.915, 1.326, 3.753], [0.022, -2.186, 5.426], [-0.578, -1.281, 6.838], [-2.660, -0.086, 6.703], [-3.580, -0.088, 5.189], [-0.586, 1.117, 6.837], [0.010, 2.025, 5.426], [1.033, -0.966, 3.619], [1.027, 0.814, 3.620], [-1.391, -2.417, 3.494], [-2.945, -1.584, 3.428], [-2.954, 1.415, 3.428], [-1.405, 2.256, 3.495]]}

***

{"formula": "C19H13AuBr2N4O", "method": "ωB97M-V/def2-TZVPD", "charge": 0, "e_above_lowest_kcal_mol": 0.0, "multiplicity": 1, "homo_energy_ev": -6.594, "max_force_ev_per_a": 0.87, "symbols": ["Au", "O", "C", "C", "C", "C", "C", "C", "C", "N", "C", "C", "N", "H", "H", "H", "H", "H", "H", "H", "Br", "C", "C", "C", "N", "C", "C", "C", "C", "C", "Br", "C", "C", "N", "H", "H", "H", "H", "H", "H"], "xyz": [[-0.317, 0.166, 0.007], [1.970, -0.009, 0.013], [2.871, 0.903, 0.009], [4.238, 0.484, 0.011], [5.290, 1.357, 0.008], [5.054, 2.737, 0.002], [3.756, 3.181, -0.002], [2.642, 2.317, 0.002], [1.315, 2.916, -0.003], [0.113, 2.340, -0.003], [-0.828, 3.342, -0.009], [-0.214, 4.548, -0.012], [1.130, 4.270, -0.008], [4.405, -0.586, 0.016], [6.307, 0.983, 0.010], [5.875, 3.441, -0.001], [3.610, 4.256, -0.007], [-1.883, 3.132, -0.010], [-0.602, 5.551, -0.016], [1.859, 4.954, -0.010], [-6.949, -2.144, -0.008], [-5.165, -1.519, 0.000], [-4.916, -0.156, 0.011], [-3.590, 0.240, 0.018], [-2.573, -0.610, 0.017], [-2.814, -1.924, 0.003], [-4.118, -2.417, -0.005], [-1.625, -2.812, -0.001], [-1.722, -4.202, 0.002], [-0.552, -4.937, -0.003], [-0.644, -6.829, -0.003], [0.680, -4.307, -0.009], [0.680, -2.920, -0.012], [-0.437, -2.208, -0.011], [-5.721, 0.564, 0.014], [-3.330, 1.290, 0.027], [-4.320, -3.477, -0.016], [-2.675, -4.709, 0.010], [1.600, -4.871, -0.013], [1.598, -2.340, -0.016]]}

***

{"formula": "C4H10NO5", "method": "ωB97M-V/def2-TZVPD", "charge": -1, "e_above_lowest_kcal_mol": 17.4, "multiplicity": 1, "homo_energy_ev": -5.487, "max_force_ev_per_a": 1.78, "symbols": ["C", "C", "C", "O", "N", "C", "O", "O", "H", "H", "H", "H", "H", "H", "H", "H", "O", "H", "H", "O"], "xyz": [[0.019, 1.134, 1.665], [-0.349, -0.256, 2.190], [-1.417, -1.000, 1.427], [-1.268, -2.176, 1.184], [0.769, 1.095, 0.428], [-0.001, 0.832, -0.783], [0.683, 0.544, -1.788], [-1.230, 0.992, -0.685], [-0.860, 1.749, 1.484], [0.601, 1.705, 2.404], [0.559, -0.814, 2.388], [-0.877, -0.103, 3.157], [-2.324, -0.422, 1.202], [1.773, 0.976, 0.423], [2.060, -0.447, -1.748], [2.388, -1.931, -1.746], [2.822, -1.071, -1.863], [-0.478, 0.091, -3.258], [-1.678, -0.355, -2.638], [-1.193, -0.545, -3.443]]}

***

no.,total energy (a.u.)
1,-1934.5809
2,-6309.8174
3,-589.4739